Version one
DFT (wB97M-V/def2-TZVPD) results for a gas-phase ion, C6H17N2 (charge +1).

Calculated values
total charge: +1
SMILES: C[C@@H]([NH3+])CCCCN
lowest unoccupied orbital energy: -3.4 eV
Kohn-Sham gap: 8.71 eV

Atoms and positions in Å:
1 C -1.4230 0.0247 1.9360
2 C -1.7077 0.8022 0.6796
3 N -0.9362 2.2137 0.7624
4 C -1.4478 0.2028 -0.7073
5 C 0.0497 -0.0724 -0.9296
6 C 0.6815 -1.5573 -0.9782
7 C 2.1151 -1.5476 -0.5187
8 N 2.8583 -0.3430 -0.8921
9 H -0.6499 0.3545 2.6461
10 H -2.3645 -0.1099 2.4854
11 H -1.1001 -0.9890 1.6685
12 H -2.7146 1.2522 0.7840
13 H -0.3759 2.2570 1.6104
14 H -1.6227 2.9646 0.7733
15 H -0.3285 2.3685 -0.0466
16 H -1.8668 -0.8133 -0.7733
17 H -1.8622 0.7472 -1.5428
18 H 0.6067 0.4535 -0.1327
19 H 0.4510 0.4619 -1.8100
20 H 0.5459 -1.7251 -2.0542
21 H 0.1592 -2.3533 -0.4357
22 H 2.0768 -1.5404 0.5928
23 H 2.3881 -2.6199 -0.6406
24 H 2.6343 -0.0618 -1.8343
25 H 3.8331 -0.3698 -0.6424

---

Version two
DFT (wB97M-V/def2-TZVPD) results for 2 unconnected molecules or ions with the total composition C6H17N2.

Calculated values
total charge: +1
lowest unoccupied orbital energy: -8.3 eV
Kohn-Sham gap: 4.51 eV

Atoms and positions in Å:
1 C -1.5531 1.7500 1.3551
2 C -0.5677 0.5730 1.6203
3 C -1.2643 -0.7387 1.3774
4 C -0.1925 -1.7799 0.9758
5 C 0.3611 -1.7558 -0.5193
6 C 1.8469 -1.6048 -0.7368
7 N 2.0262 -1.6685 -2.1497
8 N 0.4913 0.8600 0.7796
9 H -2.3022 1.8757 2.2002
10 H -2.1308 1.4186 0.4876
11 H -1.0664 2.6980 1.1375
12 H -0.2449 0.6074 2.6723
13 H -2.0423 -0.6265 0.5719
14 H -1.8730 -1.0905 2.2445
15 H 0.7800 -1.7758 1.5476
16 H -0.7264 -2.6760 1.2449
17 H -0.2386 -0.9086 -1.0004
18 H -0.0889 -2.6638 -0.8771
19 H 2.4426 -2.4315 -0.2795
20 H 2.1713 -0.7174 -0.1155
21 H -1.0449 6.2575 -4.6794
22 H 2.8972 -1.9118 -2.6922
23 H 1.5151 -0.8927 -2.5880
24 H 1.4375 1.0020 1.5371
25 H -0.6330 6.1999 -4.1139

---

Which one sits at the bottom of the stability order? version two does.

---

Version one
DFT (wB97M-V/def2-TZVPD) results for a single C3H6O4 molecule.

Calculated values
total charge: 0
SMILES: CCOC(=O)OO
lowest unoccupied orbital energy: 0.4 eV
Kohn-Sham gap: 11.24 eV

Atoms and positions in Å:
1 C -0.8662 -1.2797 -0.2482
2 C -0.2118 -0.5639 0.9226
3 O 1.1610 -0.2490 0.6633
4 C 1.6062 0.6228 -0.2158
5 O 2.7465 0.6304 -0.5751
6 O 0.8378 1.5875 -0.7590
7 O -0.5558 1.8379 -0.3154
8 H -0.9494 -0.6185 -1.1069
9 H -0.2813 -2.1537 -0.5266
10 H -1.8640 -1.5977 0.0403
11 H -0.1598 -1.2131 1.7986
12 H -0.7596 0.3582 1.1620
13 H -0.7035 2.6387 -0.8398

---

Version two
DFT (wB97M-V/def2-TZVPD) results for a single C3H6O4 molecule.

Calculated values
total charge: 0
SMILES: COC(O)(O)C=O
lowest unoccupied orbital energy: 0.6 eV
Kohn-Sham gap: 11.25 eV

Atoms and positions in Å:
1 C 1.4550 1.1578 0.2506
2 O 0.9763 -0.1290 -0.1200
3 C -0.3989 -0.3056 -0.0229
4 O -0.8676 -0.2282 1.2901
5 O -1.0890 0.5797 -0.8328
6 C -0.6725 -1.7555 -0.4609
7 O -1.4944 -2.0038 -1.2924
8 H 0.9075 1.9406 -0.2877
9 H 2.5035 1.1679 -0.0357
10 H 1.3678 1.3155 1.3275
11 H -0.9511 0.7036 1.5314
12 H -1.6690 0.0609 -1.4177
13 H -0.0677 -2.5038 0.0705

---

Which one sits at the bottom of the stability order? version one does.

---

Version one
DFT (wB97M-V/def2-TZVPD) results for a molecular structure, C3H6O4.

Calculated values
total charge: 0
lowest unoccupied orbital energy (spin up / spin down): 0.6 / 0.6 eV
Kohn-Sham gap (spin up / spin down): 7.63 / 7.62 eV

Atoms and positions in Å:
1 C 1.6160 0.8468 -0.2119
2 C -0.0690 -0.0857 0.2989
3 C -1.4070 0.2133 -0.4179
4 O 0.7702 0.8251 0.9176
5 O 2.5554 -0.1194 -0.5433
6 O 0.0381 -1.2937 0.8515
7 O -2.5359 -0.1222 0.2413
8 H 1.7708 1.7035 -0.8270
9 H -1.2716 -0.2648 -1.4692
10 H -1.5987 1.3128 -0.5122
11 H 2.7117 -0.9021 -0.0346
12 H 0.3684 -1.2338 1.8008
13 H -2.9484 -0.8797 -0.0939

---

Version two
DFT (wB97M-V/def2-TZVPD) results for a single C3H6O4 molecule.

Calculated values
total charge: 0
SMILES: CO[C@@]1(O)O[C@@H]1O
lowest unoccupied orbital energy: 0.6 eV
Kohn-Sham gap: 10.55 eV

Atoms and positions in Å:
1 C 1.8571 0.1630 0.1117
2 O 0.8933 -0.7724 0.6861
3 C -0.4291 -0.5102 0.2201
4 O -0.6011 -1.0490 -1.0594
5 O -1.4361 -0.6318 1.0866
6 C -1.2390 0.6783 0.4961
7 O -2.1157 1.1748 -0.3969
8 H 1.4576 1.2417 0.2848
9 H 1.9799 -0.1159 -0.9878
10 H 2.6248 0.0149 0.7166
11 H -0.1289 -1.8835 -1.3533
12 H -0.6670 1.3141 1.1065
13 H -2.1957 0.3760 -0.9112

---

Version three
DFT (wB97M-V/def2-TZVPD) results for a single C3H6O4 molecule.

Calculated values
total charge: 0
lowest unoccupied orbital energy (spin up / spin down): 0.5 / 0.5 eV
Kohn-Sham gap (spin up / spin down): 6.93 / 6.93 eV

Atoms and positions in Å:
1 C 2.2766 0.0322 -0.6340
2 C 0.2477 -0.6413 -0.0891
3 C -2.1053 -1.2138 -0.0878
4 O 1.3563 -1.1526 -0.4533
5 O 3.1820 0.0922 0.4095
6 O 0.0337 0.0141 1.0247
7 O -0.8621 -0.9847 -0.7441
8 H 1.6507 0.8257 -0.6719
9 H -2.8023 -0.9412 -0.9179
10 H -1.9342 -0.5728 0.8725
11 H -2.3125 -2.2387 0.0534
12 H 4.0034 -0.3907 0.1532
13 H 0.8470 0.4702 1.3563

---

Which one sits at the bottom of the stability order? version three does.

---

Version one
DFT (wB97M-V/def2-TZVPD) results for 3 unconnected molecules or ions with the total composition C2H10NO2.

Calculated values
multiplicity: 2
total charge: +2
lowest unoccupied orbital energy (spin up / spin down): -11.1 / -15.1 eV
Kohn-Sham gap (spin up / spin down): 7.83 / 3.77 eV

Atoms and positions in Å:
1 C -0.2940 1.0555 -1.2178
2 C -1.5576 1.4305 -0.8791
3 N 0.3883 0.2281 -0.1855
4 H 0.2743 1.5587 -1.9830
5 H -2.0775 2.1889 -1.5963
6 H -1.9191 1.3678 0.1729
7 H -0.3166 -0.3543 0.4207
8 H 0.8685 0.8982 0.4431
9 H 1.1170 -0.5153 -0.5006
10 H -0.3353 -3.2329 -0.9582
11 H -0.0337 -2.1967 -2.1530
12 O -0.1742 -2.2804 -1.1439
13 H 1.5699 0.9405 3.3113
14 H 1.3478 -0.6430 3.3049
15 O 1.1612 0.2148 2.8212

---

Version two
DFT (wB97M-V/def2-TZVPD) results for 2 unconnected molecules or ions with the total composition C2H10NO2.

Calculated values
multiplicity: 2
total charge: +2
lowest unoccupied orbital energy (spin up / spin down): -8.7 / -15.3 eV
Kohn-Sham gap (spin up / spin down): 8.93 / 2.27 eV

Atoms and positions in Å:
1 C -1.3323 -1.2074 -0.3777
2 O 0.1196 -1.0877 -0.3692
3 C -1.5994 0.3311 -0.5626
4 N -0.4282 1.3443 -0.2309
5 H -1.8330 -1.6347 0.6075
6 H -1.4273 -1.9533 -1.1739
7 H 0.5208 -1.9439 -0.1194
8 H -2.0401 0.4630 -1.6813
9 H -2.5741 0.5816 0.0151
10 H -0.5248 1.8659 -1.1437
11 H 0.4280 0.8780 -0.1502
12 H -0.6801 1.7955 0.6788
13 H 4.1913 -0.4551 1.6868
14 H 3.8171 0.9472 1.4322
15 O 3.3625 0.0754 1.3884

---

Which one sits at the bottom of the stability order? version two does.

---

Version one
DFT (wB97M-V/def2-TZVPD) results for a gas-phase ion, C4H10NO2 (charge -1).

Calculated values
total charge: -1
SMILES: C[C@@H](O)[C@H](N)C[O-]
lowest unoccupied orbital energy: 3.7 eV
Kohn-Sham gap: 6.05 eV

Atoms and positions in Å:
1 C -1.4361 1.2583 1.0017
2 C -0.8142 0.1031 0.2951
3 O -1.6559 -0.1266 -0.7583
4 C 0.6540 0.1443 -0.2512
5 N 0.8273 0.0772 -1.8408
6 C 1.5649 -1.0063 0.4518
7 O 2.7318 -1.0142 -0.2653
8 H -0.8634 1.7820 1.7758
9 H -1.6780 2.1515 0.3129
10 H -2.3781 0.9120 1.3744
11 H -0.9529 -0.8837 0.8415
12 H -1.7186 -1.0396 -0.8784
13 H 1.2133 1.0954 0.1395
14 H -0.0368 -0.2903 -2.2356
15 H 1.7170 -0.5107 -2.0284
16 H 1.6242 -0.6577 1.4379
17 H 1.2015 -1.9947 0.6274

---

Version two
DFT (wB97M-V/def2-TZVPD) results for 2 unconnected molecules or ions with the total composition C4H10NO2.

Calculated values
total charge: -1
lowest unoccupied orbital energy: 3.6 eV
Kohn-Sham gap: 6.33 eV

Atoms and positions in Å:
1 N 1.0181 0.7768 2.6481
2 C -0.4898 0.8917 2.4285
3 O -0.9494 -0.0493 1.6076
4 H 1.1932 1.1981 3.5624
5 H 1.1385 -0.2189 2.8006
6 H -0.9789 0.8461 3.4461
7 H -0.6391 1.9348 2.0567
8 C 0.9996 0.3738 -1.0856
9 C 0.1843 -0.3832 -1.7734
10 O 0.3812 -0.5270 -3.1459
11 C -1.0418 -1.0713 -1.2722
12 H 0.8233 0.5106 -0.0190
13 H 1.8212 0.8810 -1.5858
14 H -0.0334 -1.3499 -3.4296
15 H -1.1964 -0.8645 -0.2023
16 H -1.8871 -0.6466 -1.8254
17 H -0.8741 -2.1522 -1.3470

---

Which one sits at the bottom of the stability order? version one does.

---

Version one
DFT (wB97M-V/def2-TZVPD) results for a molecular structure, C4H4I4N4.

Calculated values
total charge: +2
lowest unoccupied orbital energy (spin up / spin down): -10.4 / -10.4 eV
Kohn-Sham gap (spin up / spin down): 5.12 / 5.13 eV

Atoms and positions in Å:
1 C 1.2506 1.6320 0.5874
2 C 2.4844 0.9245 0.8155
3 C 4.2300 -0.1418 0.3184
4 C -0.3493 -0.6302 -0.3508
5 N 4.0644 -0.3948 1.6654
6 N 3.3171 0.6447 -0.2244
7 N -1.6291 -0.3833 -0.3085
8 N 2.9641 0.2581 1.9007
9 I 1.0277 2.9611 -0.9158
10 I 5.7293 -1.0979 -0.7175
11 I -0.1549 1.6498 2.2642
12 I 0.5055 -2.2733 0.4931
13 H 0.3666 -0.1222 -0.9781
14 H -2.1152 0.2339 -0.8407
15 H -2.1411 -0.9902 0.2941
16 H 2.4773 0.0822 2.7422

---

Version two
DFT (wB97M-V/def2-TZVPD) results for a molecular structure, C4H4I4N4.

Calculated values
total charge: +2
lowest unoccupied orbital energy: -9.4 eV
Kohn-Sham gap: 6.74 eV

Atoms and positions in Å:
1 C 0.1845 1.0431 -0.1874
2 C -0.5565 -0.2582 -0.2061
3 C -2.1712 -1.7823 -0.0794
4 C 1.6294 1.3193 0.0727
5 N -1.0430 -2.4174 -0.3491
6 N -1.8376 -0.3952 -0.0007
7 N 2.5912 0.4927 0.2842
8 N -0.0324 -1.5346 -0.4171
9 I 0.0525 2.0443 2.0596
10 I -4.0824 -2.3823 0.2226
11 I -0.5812 2.1339 -2.0339
12 I -3.3536 1.0498 0.0697
13 H 2.0223 2.3434 0.0043
14 H 3.6025 0.6996 0.5736
15 H 2.6156 -0.5463 0.3404
16 H 0.9599 -1.8098 -0.3535

---

Which one sits at the bottom of the stability order? version one does.